{
  "formula": "C15H28BrN3ORhSe",
  "method": "ωB97M-V/def2-TZVPD",
  "e_tot_ev": -160917.94487,
  "lumo_ev": -3.47,
  "gap_ev": 6.4,
  "de_lowest_kj_mol": 0.0,
  "max_force_ev_per_a": 0.659,
  "total_charge": 1,
  "symbols": ["Rh", "C", "N", "C", "C", "C", "N", "C", "C", "H", "H", "H", "H", "H", "H", "H", "H", "H", "H", "H", "H", "H", "H", "H", "H", "Se", "Br", "C", "C", "C", "C", "N", "C", "H", "H", "H", "H", "C", "C", "C", "O", "C", "H", "H", "H", "H", "H", "H", "H", "H"],
  "xyz": [[-0.229, -0.355, -0.012], [1.435, -2.461, 1.003], [0.150, -1.840, 1.391], [0.241, -1.470, 2.824], [-0.979, -2.788, 1.224], [-1.166, -3.089, -0.239], [-1.385, -1.812, -0.977], [-0.905, -1.965, -2.365], [-2.843, -1.530, -1.011], [1.547, -3.437, 1.484], [2.247, -1.814, 1.326], [1.501, -2.593, -0.078], [0.507, -2.360, 3.402], [-0.712, -1.065, 3.150], [1.009, -0.712, 2.955], [-1.862, -2.290, 1.629], [-0.794, -3.700, 1.800], [-2.011, -3.763, -0.395], [-0.285, -3.579, -0.655], [-1.446, -2.774, -2.862], [0.160, -2.200, -2.366], [-1.064, -1.036, -2.906], [-3.359, -2.366, -1.493], [-3.020, -0.627, -1.585], [-3.215, -1.377, -0.003], [-1.957, 0.660, 1.386], [1.805, 3.757, 3.704], [2.141, 2.529, 2.325], [3.416, 2.357, 1.820], [3.595, 1.431, 0.802], [2.503, 0.729, 0.339], [1.267, 0.904, 0.830], [1.085, 1.790, 1.813], [4.248, 2.928, 2.210], [4.571, 1.257, 0.371], [2.610, -0.001, -0.456], [0.067, 1.894, 2.174], [0.112, 3.251, -1.458], [-1.427, 3.272, -1.490], [-1.825, 1.819, -1.760], [-0.598, 1.031, -1.644], [0.439, 1.926, -2.114], [0.467, 3.251, -0.429], [0.561, 4.093, -1.981], [-1.801, 3.922, -2.279], [-1.834, 3.607, -0.538], [-2.197, 1.673, -2.777], [-2.528, 1.441, -1.026], [0.355, 1.983, -3.203], [1.404, 1.502, -1.857]],
  "nbo_charge": [0.73, -0.43, -0.36, -0.43, -0.26, -0.24, -0.40, -0.42, -0.43, 0.22, 0.22, 0.20, 0.20, 0.26, 0.21, 0.25, 0.22, 0.23, 0.21, 0.21, 0.20, 0.23, 0.19, 0.22, 0.25, -0.62, 0.14, -0.12, -0.16, -0.23, 0.02, -0.45, 0.01, 0.25, 0.25, 0.21, 0.28, -0.43, -0.44, -0.10, -0.56, -0.06, 0.21, 0.23, 0.22, 0.24, 0.18, 0.25, 0.19, 0.19]
}



{
  "formula": "C6H12",
  "method": "ωB97M-V/def2-TZVPD",
  "e_tot_ev": -6414.98465,
  "lumo_ev": 1.21,
  "gap_ev": 10.6,
  "de_lowest_kj_mol": 188.7,
  "max_force_ev_per_a": 1.224,
  "smiles": "C=CC.C=CC",
  "symbols": ["C", "C", "C", "H", "H", "H", "H", "H", "H", "C", "C", "C", "H", "H", "H", "H", "H", "H"],
  "xyz": [[-0.164, -2.027, 0.799], [-1.045, -1.066, 1.012], [-2.519, -1.217, 0.832], [0.891, -1.891, 0.981], [-0.441, -2.961, 0.333], [-0.691, -0.058, 1.355], [-2.762, -2.183, 0.391], [-2.901, -0.431, 0.180], [-3.034, -1.130, 1.789], [1.194, 0.273, -1.543], [0.932, 1.234, -0.674], [1.804, 2.427, -0.460], [2.163, 0.177, -2.009], [0.512, -0.551, -1.701], [-0.017, 1.193, -0.078], [2.021, 2.552, 0.601], [1.311, 3.335, -0.811], [2.746, 2.323, -0.996]],
  "nbo_charge": [-0.41, -0.17, -0.65, 0.20, 0.19, 0.19, 0.21, 0.21, 0.22, -0.41, -0.17, -0.65, 0.19, 0.20, 0.19, 0.21, 0.22, 0.21]
}



{
  "formula": "C55H69AsN4O6P2Ru",
  "method": "ωB97M-V/def2-TZVPD",
  "e_tot_ev": -158398.47234,
  "lumo_ev": [-2.99, -2.85],
  "gap_ev": [6.0, 6.0],
  "spin_multiplicity": 2,
  "max_force_ev_per_a": 2.808,
  "total_charge": 1,
  "symbols": ["Ru", "C", "C", "N", "C", "C", "C", "C", "C", "C", "C", "N", "C", "C", "C", "C", "C", "C", "C", "C", "N", "C", "H", "H", "H", "H", "H", "H", "H", "H", "H", "H", "H", "H", "C", "C", "C", "O", "P", "O", "C", "P", "O", "O", "C", "C", "C", "O", "C", "C", "C", "O", "C", "C", "C", "H", "H", "H", "H", "H", "H", "H", "H", "H", "H", "H", "H", "H", "H", "H", "H", "H", "H", "H", "H", "H", "H", "H", "H", "H", "H", "H", "H", "H", "H", "C", "C", "C", "C", "C", "C", "As", "N", "C", "C", "C", "C", "C", "C", "C", "C", "C", "C", "C", "C", "C", "C", "C", "C", "C", "C", "H", "H", "H", "H", "H", "H", "H", "H", "H", "H", "H", "H", "H", "H", "H", "H", "H", "H", "H", "H", "H", "H", "H", "H", "H", "H", "H"],
  "xyz": [[-1.539, -0.247, 0.542], [-2.054, 4.215, 1.156], [-1.853, 3.023, 0.485], [-2.191, 1.822, 0.983], [-2.795, 1.800, 2.202], [-3.039, 2.978, 2.957], [-2.639, 4.212, 2.408], [-3.662, 2.871, 4.214], [-4.002, 1.636, 4.736], [-3.765, 0.480, 4.023], [-3.205, 0.541, 2.733], [-2.932, -0.524, 1.954], [-3.344, -1.801, 2.138], [-4.503, -2.242, 2.812], [-4.731, -3.592, 2.979], [-3.838, -4.537, 2.499], [-2.724, -4.150, 1.736], [-1.810, -5.056, 1.164], [-0.775, -4.559, 0.388], [-0.664, -3.201, 0.172], [-1.509, -2.311, 0.717], [-2.505, -2.767, 1.513], [-1.757, 5.140, 0.685], [-1.406, 3.043, -0.505], [-2.802, 5.126, 2.958], [-3.856, 3.771, 4.773], [-4.448, 1.564, 5.717], [-3.960, -0.483, 4.461], [-5.240, -1.526, 3.139], [-5.622, -3.915, 3.496], [-4.018, -5.588, 2.655], [-1.923, -6.115, 1.332], [-0.057, -5.221, -0.067], [0.127, -2.808, -0.448], [2.724, 2.938, 4.847], [1.615, 3.414, 3.925], [2.159, 4.173, 2.719], [0.760, 2.356, 3.476], [0.996, 0.808, 3.239], [-0.231, 0.299, 2.619], [2.569, 0.563, 2.326], [2.286, -0.709, 1.035], [0.942, -0.764, 0.446], [2.670, -2.110, 1.677], [4.017, -2.381, 2.118], [4.591, -3.520, 1.287], [3.992, -2.724, 3.601], [3.446, -0.339, 0.000], [3.251, -0.408, -1.423], [3.492, 1.684, -2.916], [2.596, -1.733, -1.794], [1.351, 0.115, 4.631], [0.338, -0.632, 5.336], [0.330, -2.071, 4.838], [0.671, -0.504, 6.814], [3.240, 3.801, 5.259], [3.445, 2.331, 4.306], [2.317, 2.350, 5.664], [0.934, 4.077, 4.476], [2.930, 3.601, 2.208], [2.593, 5.112, 3.049], [1.352, 4.378, 2.020], [3.342, 0.234, 3.016], [2.890, 1.488, 1.857], [4.625, -1.483, 1.957], [3.977, -4.410, 1.399], [5.603, -3.734, 1.618], [4.629, -3.241, 0.238], [3.429, -3.641, 3.757], [3.531, -1.921, 4.172], [5.008, -2.865, 3.962], [4.281, -0.412, -1.789], [4.142, 2.303, -2.296], [2.871, 2.357, -3.508], [4.829, 1.623, -4.566], [1.517, -1.658, -1.697], [2.953, -2.504, -1.117], [2.841, -2.008, -2.814], [-0.638, -0.180, 5.122], [1.282, -2.551, 5.053], [0.165, -2.080, 3.761], [-0.470, -2.625, 5.326], [1.671, -0.887, 7.002], [-0.042, -1.063, 7.411], [0.636, 0.540, 7.113], [-3.930, 3.526, -6.464], [-3.141, 3.033, -5.294], [-1.839, 3.437, -5.050], [-1.095, 2.899, -4.007], [0.289, 3.431, -3.791], [-1.649, 1.920, -3.169], [-0.476, 0.957, -1.782], [-1.318, -0.581, -1.520], [-1.858, -1.699, -2.052], [-3.136, -2.130, -1.615], [-3.735, -3.240, -2.163], [-3.083, -3.988, -3.134], [-1.797, -3.633, -3.510], [-1.188, -2.513, -2.984], [1.272, 0.547, -2.780], [2.539, 0.877, -1.988], [2.246, 1.862, -0.842], [4.401, 0.907, -3.855], [3.777, -0.191, -4.651], [4.794, -0.970, -5.432], [2.482, -0.510, -4.710], [1.301, -0.009, -4.003], [0.051, -0.243, -4.809], [-3.018, 1.660, -3.292], [-3.824, 0.902, -2.281], [-3.719, 2.173, -4.376], [-3.368, 4.242, -7.055], [-4.850, 4.001, -6.129], [-4.206, 2.687, -7.101], [-1.387, 4.191, -5.680], [0.361, 4.457, -4.147], [1.015, 2.833, -4.340], [0.530, 3.401, -2.725], [-3.644, -1.567, -0.833], [-4.730, -3.520, -1.843], [-3.571, -4.843, -3.578], [-1.271, -4.237, -4.236], [-0.176, -2.265, -3.257], [1.553, 1.455, -0.109], [1.804, 2.766, -1.262], [3.178, 2.137, -0.351], [5.259, 0.502, -3.310], [5.398, -1.561, -4.741], [5.463, -0.297, -5.965], [4.333, -1.647, -6.144], [2.228, -1.292, -5.419], [-0.015, 0.513, -5.592], [-0.851, -0.183, -4.204], [0.079, -1.213, -5.302], [-3.309, 0.833, -1.317], [-4.047, -0.100, -2.648], [-4.773, 1.415, -2.127], [-4.759, 1.906, -4.496]],
  "lowdin_charge": [1.31, -0.04, -0.13, 0.01, -0.17, -0.16, 0.02, -0.04, -0.07, -0.02, -0.22, -0.06, -0.21, -0.02, -0.07, -0.03, -0.15, 0.03, -0.02, -0.10, -0.01, -0.16, 0.11, 0.06, 0.12, 0.11, 0.11, 0.10, 0.11, 0.11, 0.11, 0.12, 0.11, 0.09, -0.04, -0.42, -0.03, -0.16, 0.51, -0.28, -0.17, 0.51, -0.33, -0.17, -0.45, -0.03, -0.03, -0.17, -0.26, -0.12, -0.02, -0.19, -0.44, -0.03, -0.03, 0.09, 0.07, 0.08, 0.15, 0.07, 0.09, 0.08, 0.07, 0.05, 0.13, 0.09, 0.09, 0.07, 0.09, 0.06, 0.09, 0.14, 0.12, 0.11, 0.13, 0.05, 0.08, 0.09, 0.13, 0.07, 0.07, 0.09, 0.09, 0.09, 0.08, -0.04, -0.27, -0.01, -0.29, -0.05, -0.25, 1.32, -0.35, -0.40, -0.09, -0.08, -0.09, -0.08, -0.06, -0.23, -0.40, -0.10, -0.15, -0.28, -0.04, -0.03, -0.28, -0.06, -0.27, -0.06, -0.01, 0.08, 0.08, 0.09, 0.12, 0.09, 0.07, 0.05, 0.10, 0.11, 0.10, 0.10, 0.09, 0.02, 0.07, 0.09, 0.12, 0.09, 0.09, 0.08, 0.12, 0.10, 0.04, 0.08, 0.03, 0.08, 0.09, 0.13]
}



{
  "formula": "C7H7FN3O4",
  "method": "ωB97M-V/def2-TZVPD",
  "e_tot_ev": -22746.44975,
  "lumo_ev": 2.84,
  "gap_ev": 7.0,
  "de_lowest_kj_mol": 255.1,
  "max_force_ev_per_a": 5.000,
  "total_charge": -1,
  "symbols": ["C", "C", "C", "C", "C", "C", "C", "N", "N", "N", "O", "O", "O", "O", "F", "H", "H", "H", "H", "H", "H", "H"],
  "xyz": [[0.067, -1.252, -2.399], [0.334, -2.172, -1.252], [0.248, -1.056, 0.874], [-2.458, -2.651, 0.152], [0.310, 0.006, -2.543], [0.461, 0.290, 0.897], [0.716, 1.187, -2.745], [0.314, -2.014, 0.000], [0.543, 1.063, 1.985], [0.229, 4.234, 2.855], [-2.801, -1.557, 0.216], [-0.076, 3.555, 1.867], [-2.295, -3.779, 0.020], [0.833, 3.654, 3.806], [0.449, -1.721, 2.110], [-0.323, -1.688, -3.269], [0.462, -3.271, -1.558], [1.631, 1.457, -3.153], [0.617, 0.882, 0.046], [0.072, 2.127, -2.464], [0.134, 0.552, 2.748], [0.532, 2.155, 1.808]],
  "nbo_charge": [-0.35, 0.00, 0.30, 1.04, 0.10, 0.04, -0.50, -0.42, -0.76, 0.26, -0.51, -0.56, -0.53, -0.56, -0.40, 0.22, 0.16, 0.21, 0.20, 0.22, 0.39, 0.44]
}



Please write out number 1 again, unchanged.
{
  "formula": "C15H28BrN3ORhSe",
  "method": "ωB97M-V/def2-TZVPD",
  "e_tot_ev": -160917.94487,
  "lumo_ev": -3.47,
  "gap_ev": 6.4,
  "de_lowest_kj_mol": 0.0,
  "max_force_ev_per_a": 0.659,
  "total_charge": 1,
  "symbols": ["Rh", "C", "N", "C", "C", "C", "N", "C", "C", "H", "H", "H", "H", "H", "H", "H", "H", "H", "H", "H", "H", "H", "H", "H", "H", "Se", "Br", "C", "C", "C", "C", "N", "C", "H", "H", "H", "H", "C", "C", "C", "O", "C", "H", "H", "H", "H", "H", "H", "H", "H"],
  "xyz": [[-0.229, -0.355, -0.012], [1.435, -2.461, 1.003], [0.150, -1.840, 1.391], [0.241, -1.470, 2.824], [-0.979, -2.788, 1.224], [-1.166, -3.089, -0.239], [-1.385, -1.812, -0.977], [-0.905, -1.965, -2.365], [-2.843, -1.530, -1.011], [1.547, -3.437, 1.484], [2.247, -1.814, 1.326], [1.501, -2.593, -0.078], [0.507, -2.360, 3.402], [-0.712, -1.065, 3.150], [1.009, -0.712, 2.955], [-1.862, -2.290, 1.629], [-0.794, -3.700, 1.800], [-2.011, -3.763, -0.395], [-0.285, -3.579, -0.655], [-1.446, -2.774, -2.862], [0.160, -2.200, -2.366], [-1.064, -1.036, -2.906], [-3.359, -2.366, -1.493], [-3.020, -0.627, -1.585], [-3.215, -1.377, -0.003], [-1.957, 0.660, 1.386], [1.805, 3.757, 3.704], [2.141, 2.529, 2.325], [3.416, 2.357, 1.820], [3.595, 1.431, 0.802], [2.503, 0.729, 0.339], [1.267, 0.904, 0.830], [1.085, 1.790, 1.813], [4.248, 2.928, 2.210], [4.571, 1.257, 0.371], [2.610, -0.001, -0.456], [0.067, 1.894, 2.174], [0.112, 3.251, -1.458], [-1.427, 3.272, -1.490], [-1.825, 1.819, -1.760], [-0.598, 1.031, -1.644], [0.439, 1.926, -2.114], [0.467, 3.251, -0.429], [0.561, 4.093, -1.981], [-1.801, 3.922, -2.279], [-1.834, 3.607, -0.538], [-2.197, 1.673, -2.777], [-2.528, 1.441, -1.026], [0.355, 1.983, -3.203], [1.404, 1.502, -1.857]],
  "nbo_charge": [0.73, -0.43, -0.36, -0.43, -0.26, -0.24, -0.40, -0.42, -0.43, 0.22, 0.22, 0.20, 0.20, 0.26, 0.21, 0.25, 0.22, 0.23, 0.21, 0.21, 0.20, 0.23, 0.19, 0.22, 0.25, -0.62, 0.14, -0.12, -0.16, -0.23, 0.02, -0.45, 0.01, 0.25, 0.25, 0.21, 0.28, -0.43, -0.44, -0.10, -0.56, -0.06, 0.21, 0.23, 0.22, 0.24, 0.18, 0.25, 0.19, 0.19]
}